Density functional theory data (ωB97M-V/def2-TZVPD) for a molecular structure, C13H27F7O4SSb.

Its HOMO energy is -4.27 eV. The net charge is -1. The LUMO energy is 2.0 eV. As for the multiplicity: 1. Its orbital gap is 6.31 eV.

Last column: Mulliken charge in e.
Geometry (Å):
C (2.869, -4.690, -4.899)  -0.538
O (1.445, -4.976, -5.139)  -0.375
C (0.579, -3.895, -4.569)  -0.337
C (1.116, -3.535, -3.063)  -0.397
C (-0.049, -2.830, -2.093)  -0.637
C (0.765, -2.452, -0.681)  -0.278
C (0.004, -1.317, 0.224)  -0.430
C (0.761, 0.141, 0.274)  -0.687
Sb (2.756, 0.131, 1.232)  0.697
C (2.388, 2.019, 2.356)  0.043
F (1.016, 2.072, 2.984)  -0.259
F (3.339, 2.020, 3.531)  -0.326
C (2.737, 3.387, 1.501)  0.516
F (1.565, 3.709, 0.605)  -0.278
F (3.999, 3.291, 0.705)  -0.248
C (2.905, 4.736, 2.475)  0.568
F (4.242, 4.790, 3.139)  -0.233
F (2.802, 5.918, 1.557)  -0.267
F (1.816, 4.872, 3.472)  -0.227
H (3.551, -5.222, -5.721)  0.226
H (3.275, -5.112, -3.860)  0.188
H (3.138, -3.531, -4.993)  0.251
H (0.739, -2.961, -5.290)  0.238
H (-0.517, -4.316, -4.618)  0.277
H (1.957, -2.697, -3.169)  0.264
H (1.485, -4.476, -2.458)  0.214
H (-0.848, -3.675, -1.841)  0.258
H (-0.547, -1.893, -2.587)  0.314
H (1.850, -2.118, -1.052)  0.139
H (0.823, -3.472, -0.077)  0.179
H (-1.081, -1.165, -0.237)  0.185
H (-0.138, -1.797, 1.307)  0.254
H (0.071, 0.856, 0.933)  -0.045
H (0.790, 0.656, -0.801)  0.284
H (3.385, 0.960, -0.173)  -0.105
H (4.384, 0.137, 1.947)  -0.152
H (2.225, -0.796, 2.616)  -0.095
H (3.219, -1.416, 0.492)  -0.171
O (-4.429, -0.094, 1.022)  -0.627
S (-4.957, 1.254, 0.982)  1.223
O (-4.704, 2.146, -0.129)  -0.602
O (-4.569, 2.018, 2.366)  -0.258
C (-3.207, 2.057, 2.764)  -0.332
C (-2.431, 3.101, 1.983)  -0.939
C (-6.711, 1.181, 1.253)  -0.949
H (-2.744, 1.069, 2.672)  0.305
H (-3.191, 2.323, 3.827)  0.262
H (-2.341, 2.816, 0.930)  0.302
H (-1.422, 3.217, 2.389)  0.280
H (-2.942, 4.068, 2.013)  0.340
H (-6.908, 0.557, 2.126)  0.307
H (-7.172, 0.741, 0.366)  0.364
H (-7.087, 2.194, 1.405)  0.311

---

Density functional theory data (ωB97M-V/def2-TZVPD) for 9 unconnected molecules or ions with the total composition C28H52F6N4O16P.

Its HOMO energy (spin up / spin down) is -9.00 / -9.00 eV. The net charge is 0. The LUMO energy (spin up / spin down) is -2.0 / -6.9 eV. As for the multiplicity: 2. As for the expectation value of S²: 0.764. Its orbital gap (spin up / spin down) is 6.95 / 2.10 eV.

Last column: Löwdin spin population.
Geometry (Å):
P (-0.291, -0.420, -0.055)  0.000
F (0.546, -1.606, -0.750)  0.000
F (-1.419, -1.521, 0.351)  0.000
F (0.352, -0.778, 1.376)  0.000
F (-1.085, 0.785, 0.727)  0.000
F (0.783, 0.769, -0.281)  0.000
F (-0.984, -0.050, -1.497)  0.001
C (0.902, -1.310, 4.431)  0.000
C (1.193, 0.212, 4.580)  0.000
C (0.176, 1.015, 3.834)  0.000
O (-0.277, 2.009, 4.775)  0.000
C (0.178, 1.694, 5.973)  0.000
O (0.058, 2.472, 6.924)  0.000
O (0.743, 0.478, 5.939)  0.000
H (-0.168, -1.506, 4.367)  0.000
H (1.235, -1.993, 5.212)  0.000
H (1.371, -1.708, 3.531)  0.000
H (2.238, 0.510, 4.494)  0.000
H (-0.649, 0.358, 3.559)  0.000
H (0.470, 1.383, 2.851)  0.000
C (-0.868, -4.785, 2.670)  0.000
C (-0.137, -4.175, 1.437)  0.000
C (1.310, -4.376, 1.494)  0.000
O (1.540, -5.123, 0.269)  0.000
C (0.439, -5.191, -0.464)  0.000
O (0.400, -5.646, -1.601)  0.000
O (-0.574, -4.806, 0.259)  0.000
H (-0.721, -5.808, 3.016)  0.000
H (-1.917, -4.500, 2.584)  0.000
H (-0.602, -4.346, 3.631)  0.000
H (-0.187, -3.087, 1.387)  0.000
H (1.602, -5.037, 2.310)  0.000
H (1.920, -3.473, 1.506)  0.000
C (2.270, -1.707, -3.701)  0.001
C (1.226, -2.786, -3.868)  0.000
C (-0.278, -2.388, -3.703)  0.001
O (-0.849, -2.968, -4.847)  0.000
C (0.121, -3.340, -5.750)  0.000
O (-0.017, -3.880, -6.869)  0.000
O (1.395, -3.295, -5.177)  0.000
H (2.129, -1.171, -4.640)  0.001
H (3.160, -2.337, -3.723)  0.000
H (2.268, -0.954, -2.913)  0.000
H (1.271, -3.669, -3.231)  0.000
H (-0.430, -1.309, -3.687)  0.001
H (-0.616, -2.866, -2.783)  0.000
C (-4.629, -3.348, 0.370)  0.000
C (-4.500, -1.921, -0.232)  0.000
C (-4.011, -1.860, -1.641)  0.000
O (-5.124, -1.307, -2.287)  0.000
C (-6.035, -0.810, -1.477)  0.000
O (-7.061, -0.179, -1.799)  0.000
O (-5.829, -1.293, -0.273)  0.000
H (-5.329, -3.968, -0.190)  0.000
H (-5.116, -3.266, 1.341)  0.000
H (-3.703, -3.923, 0.392)  0.000
H (-3.855, -1.378, 0.460)  0.000
H (-3.790, -2.869, -1.988)  0.000
H (-3.271, -1.060, -1.648)  0.000
C (5.833, -0.089, -1.534)  0.000
O (6.888, -0.662, -1.433)  0.000
N (5.097, 0.087, -0.389)  0.000
C (3.945, 1.006, -0.374)  0.000
C (5.697, -0.287, 0.983)  0.000
H (5.406, 0.416, -2.414)  0.000
H (4.168, 1.814, 0.323)  0.000
H (3.045, 0.445, -0.122)  0.000
H (3.796, 1.545, -1.309)  0.000
H (4.899, -0.748, 1.566)  0.000
H (6.526, -0.994, 0.949)  0.000
H (6.008, 0.578, 1.568)  0.000
C (-4.786, 4.101, 2.895)  0.000
O (-4.804, 5.087, 3.632)  0.000
N (-3.589, 3.461, 2.683)  0.000
C (-2.321, 3.851, 3.326)  0.000
C (-3.708, 2.089, 2.058)  0.000
H (-5.661, 3.586, 2.470)  0.000
H (-1.598, 3.875, 2.511)  0.000
H (-2.148, 3.242, 4.214)  0.000
H (-2.398, 4.865, 3.718)  0.000
H (-3.073, 1.365, 2.568)  0.000
H (-4.686, 1.615, 2.136)  0.000
H (-3.440, 2.042, 1.002)  0.000
C (1.674, 3.589, 0.786)  0.000
O (2.665, 3.478, 1.491)  0.000
N (0.918, 4.687, 1.005)  0.000
C (-0.176, 4.997, 0.112)  0.000
C (1.257, 5.699, 2.058)  0.000
H (1.175, 2.813, 0.184)  0.000
H (-0.489, 6.040, 0.060)  0.000
H (-1.031, 4.392, 0.412)  0.000
H (0.101, 4.853, -0.933)  0.000
H (0.661, 5.532, 2.955)  0.000
H (2.286, 5.610, 2.405)  0.000
H (1.224, 6.762, 1.821)  0.000
C (2.530, 2.282, -4.663)  0.012
O (3.397, 2.419, -5.425)  0.186
N (1.403, 1.517, -4.869)  0.527
C (0.417, 1.334, -3.785)  0.071
C (0.852, 1.205, -6.155)  0.072
H (2.706, 2.589, -3.620)  -0.001
H (-0.045, 2.319, -3.726)  0.045
H (0.765, 1.234, -2.757)  0.011
H (-0.412, 0.627, -3.794)  0.005
H (-0.034, 1.703, -6.548)  0.036
H (1.597, 1.258, -6.948)  0.004
H (0.484, 0.182, -6.070)  0.025

---

Density functional theory data (ωB97M-V/def2-TZVPD) for a molecular structure, C9H14N2PSTi.

Its HOMO energy (spin up / spin down) is -5.55 / -5.56 eV. The net charge is 0. The LUMO energy (spin up / spin down) is -0.8 / -0.9 eV. As for the multiplicity: 2. As for the expectation value of S²: 0.931. Its orbital gap (spin up / spin down) is 4.77 / 4.65 eV.

Last column: Löwdin spin population.
Geometry (Å):
C (3.294, -0.185, -0.732)  0.001
C (4.359, 0.066, 0.196)  0.001
C (4.055, -0.538, 1.458)  0.000
C (2.981, -1.498, 1.218)  0.002
C (2.412, -1.098, -0.045)  0.007
Ti (-0.555, 0.325, -0.445)  1.114
P (0.061, -0.479, -2.910)  0.013
H (3.219, 0.229, -1.787)  0.000
H (5.136, 0.824, -0.011)  0.000
H (4.513, -0.245, 2.415)  0.000
H (1.528, -1.604, -0.570)  0.002
H (2.644, -2.339, 1.840)  0.000
H (-0.032, -1.870, -3.262)  0.005
H (1.146, -0.011, -3.807)  -0.003
H (-0.957, 0.044, -3.769)  0.001
C (-2.683, 0.886, -1.076)  0.043
N (-2.597, 0.738, 0.396)  -0.064
C (-3.378, 1.458, 1.321)  -0.007
C (-2.998, 1.021, 2.565)  -0.013
N (-2.009, 0.098, 2.397)  -0.056
C (-1.752, -0.140, 1.068)  -0.092
S (-1.081, -1.628, 0.181)  0.012
H (-1.689, 1.283, -1.485)  0.026
H (-2.986, -0.046, -1.545)  0.006
H (-3.427, 1.654, -1.270)  0.003
H (-4.179, 2.144, 0.985)  -0.002
H (-3.428, 1.321, 3.513)  -0.001
H (-1.596, -0.411, 3.163)  -0.001

---

Density functional theory data (ωB97M-V/def2-TZVPD) for a single C6H15NOSi molecule.

Its HOMO energy is -8.30 eV. The net charge is 0. The LUMO energy is 0.9 eV. As for the multiplicity: 1. As for the SMILES: CO[Si@@]1(C)CCCN1C. Its orbital gap is 9.23 eV.

Last column: Mulliken charge in e.
Geometry (Å):
C (-0.701, -1.844, 1.139)  -0.681
C (-1.555, -0.976, 0.221)  -0.509
C (0.424, -0.925, 1.704)  -0.870
C (-1.133, 0.162, -1.927)  -1.181
C (0.014, 2.745, 0.460)  -0.576
C (2.501, -0.075, -0.927)  -1.046
N (-0.562, -0.351, -0.724)  0.247
O (1.096, 1.921, 0.174)  -0.370
Si (0.940, 0.304, -0.024)  0.154
H (-1.447, -2.120, 1.848)  0.345
H (-0.302, -2.716, 0.733)  0.345
H (-2.475, -1.504, -0.355)  0.294
H (-2.054, -0.267, 0.855)  0.267
H (0.171, -0.329, 2.488)  0.412
H (1.246, -1.559, 2.169)  0.330
H (-0.430, 0.662, -2.490)  0.384
H (-1.621, -0.642, -2.460)  0.361
H (-1.873, 0.871, -1.645)  0.388
H (0.230, 3.414, 1.216)  0.320
H (-0.898, 2.230, 0.895)  0.207
H (-0.270, 3.348, -0.459)  0.221
H (2.801, -1.191, -0.871)  0.270
H (2.458, 0.027, -1.934)  0.416
H (3.156, 0.596, -0.417)  0.271